64
Properties=species:S:1:pos:R:3:forces:R:3 method="wB97M-V/def2-TZVPD" relative_energy_kj_mol=0.0 total_energy_ha=-5159.2376 charge=+3 e_homo_ev=-15.55 spin_multiplicity=1 gap_ev=6.231 largest_force_ev_per_a=0.086
C -3.080701 2.892694 -1.792259 0.0 0.0 0.0
H 0.976532 -0.245516 -2.711645 0.0 0.0 0.0
H 4.504349 1.743145 -1.965660 0.0 0.0 0.0
N 2.859350 -0.830461 -3.442108 0.0 0.0 0.0
H -0.430976 4.255956 2.722744 0.0 0.0 0.0
C 2.150356 3.913113 -0.132496 0.0 0.0 0.0
C 2.826690 -2.118084 -2.845536 0.0 0.0 0.0
C -1.237425 0.608011 4.539601 0.0 0.0 0.0
H 4.973220 0.847904 -0.527929 0.0 0.0 0.0
C 4.236912 -0.360930 -3.592438 0.0 0.0 0.0
C -1.972355 -0.489063 4.158398 0.0 0.0 0.0
C -1.546212 4.674250 0.266625 0.0 0.0 0.0
C -0.908884 -0.650004 0.602126 0.0 0.0 0.0
H 1.976776 1.060592 -3.359170 0.0 0.0 0.0
C -2.456389 -2.456235 1.016705 0.0 0.0 0.0
C -0.105238 4.455011 0.608959 0.0 0.0 0.0
H -3.853021 1.422787 1.034297 0.0 0.0 0.0
C 0.855422 4.334396 -0.414027 0.0 0.0 0.0
H 3.528875 3.258854 1.398329 0.0 0.0 0.0
C 4.388285 0.788917 -1.448271 0.0 0.0 0.0
C 1.586696 3.718348 2.199080 0.0 0.0 0.0
N 4.913549 -0.276346 -2.297787 0.0 0.0 0.0
H 3.578399 -3.046024 -1.112941 0.0 0.0 0.0
C 2.518367 3.574632 1.175099 0.0 0.0 0.0
I -1.368981 -2.367810 -1.817865 0.0 0.0 0.0
N 3.520291 -2.088312 -1.466453 0.0 0.0 0.0
I -3.899108 -3.191091 3.533185 0.0 0.0 0.0
H 1.743256 -1.683905 -0.394142 0.0 0.0 0.0
H -2.595086 -1.008831 4.875684 0.0 0.0 0.0
H 2.881595 3.859788 -0.929013 0.0 0.0 0.0
H -3.063716 2.500518 2.204831 0.0 0.0 0.0
H -1.258298 0.970455 5.557279 0.0 0.0 0.0
C 2.743411 -1.259010 -0.487142 0.0 0.0 0.0
C 0.285823 4.147875 1.917033 0.0 0.0 0.0
C -1.077305 -0.242975 1.945725 0.0 0.0 0.0
H 1.879551 3.510284 3.220739 0.0 0.0 0.0
H 0.115281 2.136831 3.884798 0.0 0.0 0.0
C 1.996841 0.138895 -2.774964 0.0 0.0 0.0
C -1.913630 -0.953105 2.829692 0.0 0.0 0.0
C -0.456337 1.266229 3.593314 0.0 0.0 0.0
H -2.116461 5.100078 1.089857 0.0 0.0 0.0
H 1.807331 -2.464427 -2.678215 0.0 0.0 0.0
C -2.621697 -2.085725 2.324339 0.0 0.0 0.0
H -3.923325 3.574478 -1.690199 0.0 0.0 0.0
P 2.595564 0.503837 -1.053416 0.0 0.0 0.0
H -1.673145 5.295875 -0.618179 0.0 0.0 0.0
C -3.483604 2.434075 1.201958 0.0 0.0 0.0
H 3.380767 -2.840453 -3.444337 0.0 0.0 0.0
Sc 0.468279 1.817011 0.499205 0.1 0.0 0.0
H 4.781570 -1.056646 -4.230769 0.0 0.0 0.0
H -4.304086 3.142248 1.098550 0.0 0.0 0.0
H -2.423741 3.234150 -2.589302 0.0 0.0 0.0
H -2.989397 -3.314443 0.630257 0.0 0.0 0.0
H 0.582939 4.589055 -1.432269 0.0 0.0 0.0
N -0.367822 0.877286 2.323325 0.0 0.0 0.0
As -2.118056 2.815040 -0.117344 0.0 0.0 0.0
C -1.592521 -1.745503 0.150837 0.0 0.0 0.0
H 3.247709 -1.314917 0.478515 0.0 0.0 0.0
H -3.444159 1.893880 -2.028295 0.0 0.0 0.0
H 5.416715 -1.499290 -0.680006 0.0 0.0 0.0
H 5.467034 -2.276127 -2.285318 0.0 0.0 0.0
H 4.239256 0.616871 -4.070213 0.0 0.0 0.0
O -0.043460 0.081262 -0.136988 0.0 0.0 0.0
C 4.950646 -1.545301 -1.663591 0.0 0.0 0.0

---

18
Properties=species:S:1:pos:R:3:forces:R:3 method="wB97M-V/def2-TZVPD" relative_energy_kj_mol=44.0 total_energy_ha=-8282.5329 e_homo_ev=-9.38 spin_multiplicity=1 smiles=Br[C@@H](c1ccccc1)[SiH](Br)Br gap_ev=9.328 largest_force_ev_per_a=4.316
H -0.275012 2.825500 -1.655023 -1.6 -0.3 -0.7
C 0.914606 -0.424246 1.793268 -1.1 0.5 -2.0
H -1.394778 -0.535858 -2.462608 1.0 1.1 1.3
H 1.382679 -0.626822 2.691274 0.4 -0.6 2.0
C 1.679883 0.284986 0.895028 -3.2 -0.2 -2.3
C 1.232005 0.658260 -0.395159 -1.8 -2.6 1.0
H -1.592654 -1.227695 -0.210947 -0.4 0.4 -0.2
H -1.060458 -1.232120 2.107283 -0.5 -0.8 0.7
Br -2.743070 2.266603 -3.920431 0.6 0.1 0.2
C -0.721872 -0.685969 0.130445 -1.1 -1.0 -1.8
H 1.820858 1.220814 -1.076157 0.4 0.4 -0.4
Br 0.479907 0.158814 -3.850111 -0.5 0.5 1.5
Si -1.543848 1.967353 -2.062260 1.7 0.3 0.1
C -0.374757 -0.849671 1.404225 2.3 0.7 2.2
Br -3.086802 2.166305 -0.499165 0.2 -0.1 0.2
H 2.640377 0.473959 1.051499 3.9 1.1 1.4
C -0.673575 0.278677 -2.082107 -0.8 -1.6 -2.3
C 0.042339 -0.007388 -0.794348 0.6 2.0 -0.9

---

31
Properties=species:S:1:pos:R:3:forces:R:3 method="wB97M-V/def2-TZVPD" relative_energy_kj_mol=508.6 total_energy_ha=-684.0881 charge=+2 e_homo_ev=-14.91 spin_multiplicity=1 gap_ev=7.564 largest_force_ev_per_a=5.859
H -3.918264 0.751064 -1.008689 0.8 -0.5 -0.2
H -2.206596 3.702279 0.311555 -0.7 -0.9 -0.9
H 3.815069 1.618214 -0.705551 0.0 0.4 -0.2
H -1.274085 -1.495913 1.911470 0.2 1.8 1.6
H -0.579326 -3.011780 2.296885 -0.5 0.6 -0.1
C 0.936190 0.308841 -0.356140 4.5 2.9 2.4
C -2.237273 1.672740 -0.290143 -1.4 3.6 0.7
N -1.243537 -2.454752 1.727335 -1.1 -2.3 -0.7
N -2.918234 0.589729 -0.837126 0.4 -0.9 0.2
O -0.537950 2.180056 1.318388 1.2 3.1 2.8
N 1.874624 -0.281436 -1.253435 -0.7 -0.8 -1.7
C -0.744014 -2.308333 0.185664 0.0 1.2 1.1
C 3.267600 -0.406460 -0.547928 -0.1 1.0 -3.2
H -3.695644 3.192096 -0.630219 -2.0 0.4 -1.1
H 2.312768 2.307182 0.706967 -0.6 0.5 0.2
H -2.237934 -2.822497 1.919373 1.8 0.4 -0.8
H 1.573735 -1.252107 -1.632410 0.6 1.8 0.5
H 3.127701 -1.160293 0.113576 -0.6 -2.2 2.4
H -1.316327 -3.088774 -0.309189 0.8 -0.1 -0.4
C -2.774654 2.919524 -0.266968 3.2 -0.7 1.9
C 3.508654 0.928047 0.071870 1.7 -0.5 -0.4
H 4.376266 0.766408 0.718914 0.3 0.1 0.1
C -2.383151 -0.638493 -0.671630 0.1 0.3 0.0
C -0.296088 0.255175 0.014368 0.3 -0.7 -0.3
H 1.849087 0.426428 -2.086928 0.6 -1.7 1.4
H -2.999520 -1.457412 -0.884622 -1.1 -1.0 -0.4
H 3.993849 -0.802435 -1.292859 -0.4 0.8 0.4
C -1.099808 -0.899221 -0.259006 -2.0 -1.1 -0.3
C -0.978734 1.520074 0.483127 -1.1 -3.7 -2.4
N 2.438718 1.322496 0.895452 -3.1 -1.5 -1.9
H 0.366874 -2.380440 0.357912 -1.2 -0.6 -0.7

---

52
Properties=species:S:1:pos:R:3:forces:R:3 method="wB97M-V/def2-TZVPD" total_energy_ha=-4091.8427 charge=-1 e_homo_ev=-3.37 spin_multiplicity=1 gap_ev=5.391 largest_force_ev_per_a=2.298
H 8.040738 1.624318 -4.709724 0.0 0.0 0.0
N -0.120382 -1.685895 -1.839926 0.3 0.3 -0.2
H 6.603928 -0.293205 -5.406289 0.0 0.0 0.0
H 1.783560 1.336664 -3.336595 0.1 -0.1 0.0
S -4.675650 -3.323208 0.720078 0.4 -1.1 -1.0
H -0.617806 1.539783 -2.679995 0.0 0.0 0.0
C -2.628834 -2.294977 2.687360 0.4 0.7 0.7
C 1.163913 -1.773822 -2.199670 -0.3 -0.1 0.1
H 1.621719 -2.745058 -2.042561 0.1 0.0 0.0
C 6.171512 0.595751 -4.966956 0.1 0.1 0.0
C -0.064869 3.686157 3.435400 0.0 0.1 0.0
C 0.962912 1.545655 3.300249 0.0 -0.2 -0.3
O -7.360138 -2.552596 2.271424 1.0 0.7 0.8
H 6.950962 3.631677 -3.704803 0.0 0.0 0.0
B -4.750895 -1.740654 1.783387 -1.0 0.0 1.4
N 0.639637 1.394618 2.012629 0.0 0.4 0.2
H -1.383585 -2.387716 0.837444 -0.2 0.4 0.4
C -0.718800 -0.503298 -2.020789 -0.2 -0.3 0.2
N -3.708997 -1.656166 2.902796 0.8 -1.9 -0.9
H -3.312097 -4.219517 3.366525 0.6 0.4 0.2
H -0.289595 2.240864 0.395553 -0.1 0.0 0.0
C 1.249735 0.491968 -2.918030 0.0 0.2 -0.1
C 4.987006 2.776670 -3.872086 -0.3 -0.2 0.0
C 6.364625 2.778809 -4.019652 0.0 -0.1 0.0
H -5.586971 -4.232664 1.182496 0.3 0.9 0.2
H 2.930347 -0.853104 -3.007703 0.0 0.0 0.0
H 1.512037 0.719496 3.738555 0.0 0.0 0.1
B -6.265800 -1.663767 2.556243 -0.5 1.0 0.2
H -1.499687 -0.708857 1.586432 -0.3 -0.6 -0.1
C -2.348906 -3.670653 3.391587 -0.2 0.5 -1.0
H 0.922095 2.728347 5.093885 0.0 0.0 0.0
C -1.466169 -1.794949 1.773780 0.3 -0.5 0.7
H -7.504847 -3.153908 3.003648 -0.3 0.0 0.2
C -0.082618 0.607747 -2.554034 0.2 -0.1 0.0
C -0.037853 2.393377 1.439485 0.1 -0.4 -0.1
H -1.986120 -3.553223 4.429598 -0.1 -0.1 -0.5
H -1.759958 -0.458084 -1.718248 0.0 0.0 0.0
H -0.518193 -1.990443 2.336168 -0.5 0.1 -0.4
C 0.636053 2.662361 4.052443 0.0 0.1 0.0
C 1.890434 -0.723512 -2.737368 -0.1 0.0 0.0
H -5.903270 0.110984 3.152370 0.5 0.1 0.3
O -6.419021 -0.609609 3.521045 -1.0 -1.4 -1.1
H -1.635496 -4.211787 2.731822 -0.2 0.1 0.7
H -0.958276 4.329710 1.583963 0.0 0.0 0.0
C -0.410591 3.552845 2.100462 0.0 0.0 0.1
Br -4.656226 -0.156598 0.464284 0.2 0.8 -0.8
C 6.966060 1.662513 -4.578463 0.1 0.0 0.0
N 4.200209 1.760836 -4.240731 0.5 0.0 -0.1
H 4.471755 3.625840 -3.437077 0.1 0.0 0.0
C 4.802471 0.695631 -4.778806 -0.3 0.2 0.1
H 4.139363 -0.111772 -5.070161 0.0 0.0 0.0
H -0.339421 4.576423 3.988554 0.0 0.0 0.0

---

33
Properties=species:S:1:pos:R:3:forces:R:3 method="wB97M-V/def2-TZVPD" relative_energy_kj_mol=151.9 total_energy_ha=-3001.2565 charge=+1 e_homo_ev=-10.89 spin_multiplicity=1 gap_ev=7.615 largest_force_ev_per_a=2.591
C -1.533199 -1.584260 -0.856170 1.3 0.2 -0.4
H 0.019561 1.427370 -0.528570 -0.3 -0.3 -0.4
H -1.033869 0.185980 -1.907140 0.7 0.3 0.1
H 1.504411 3.604220 0.088200 0.0 -0.1 0.1
N 0.781961 -0.614090 -0.846590 -1.3 -0.9 -1.0
H 2.100571 -0.930130 -2.510640 0.7 0.2 0.3
H 3.243391 3.349950 0.366240 -0.2 -0.4 0.3
H -2.524639 -1.147740 -0.977050 -0.1 -0.5 -0.3
H -1.491339 -0.401190 0.911300 0.3 0.2 -0.2
C 2.077421 1.489830 0.066450 -0.2 -0.6 0.1
H 2.681801 -1.515440 -0.820670 0.3 -0.3 -0.7
Br -2.988989 1.781400 -0.026910 0.3 -0.6 0.7
H -3.798449 -0.761520 2.975530 -0.3 0.0 0.5
H 1.434951 -2.387260 -1.903950 0.2 -0.2 0.7
H -2.347659 -0.003900 3.602820 0.3 -1.2 0.5
H 1.742311 1.340120 1.092800 0.7 -0.5 0.2
C 2.356481 2.962070 -0.134800 0.0 0.3 -1.2
C 0.455391 -1.318900 0.498600 0.3 0.7 -1.2
H 2.932991 0.925520 -0.304560 0.5 -0.1 1.0
H -1.306829 -2.101710 1.294870 -0.4 -0.3 -0.2
H 1.097551 -0.846930 1.242230 -0.6 0.3 0.3
H -0.304419 -1.229900 -2.704020 0.3 0.0 0.2
H -3.539999 0.937340 3.357830 -1.5 0.1 0.2
H -1.409619 -2.654360 -1.022600 -0.6 0.0 -0.5
C -1.067309 -1.339420 0.553490 0.7 0.7 1.6
C 1.899801 -1.456890 -1.577730 -1.6 1.9 0.8
H 0.802271 -2.352190 0.489770 0.1 0.0 -0.6
N -3.190519 0.041740 3.048200 1.2 1.4 0.3
H 2.575451 3.045850 -1.199280 0.0 0.5 -0.2
C -0.518539 -0.760520 -1.743850 -1.0 -0.9 1.6
H -2.850199 0.324840 2.140380 0.0 0.3 -2.0
H 1.230001 1.021580 -1.860600 -0.3 1.1 -0.1
C 0.969271 0.968530 -0.803570 0.4 -1.3 -0.6